10
Properties=species:S:1:pos:R:3:forces:R:3 method="wB97M-V/def2-TZVPD" homo_energy_ha="-0.6996 / -0.7554" e_lumo_ev="-9.17 / -11.52" charge=+2 energy_ev=-11439.2607 spin_multiplicity=2
O -0.690 0.575 -0.653 3.0 -1.9 -0.1
C 0.297 -0.197 -0.583 -4.5 1.5 0.1
C 0.101 -1.667 -0.614 1.2 -0.5 -0.2
H 0.955 -2.095 -1.160 -0.4 -0.2 0.0
H 0.217 -2.058 0.410 -0.1 0.2 -0.1
H -0.885 -1.940 -1.021 0.5 0.1 0.0
O 0.721 2.434 1.876 -0.1 0.4 0.5
C 0.216 3.039 2.692 -0.1 0.2 0.3
Ag 1.545 1.322 0.203 1.2 -0.1 -0.4
Li -2.477 0.586 -1.151 -0.6 0.2 -0.2